[1]
Molecular formula: C5H11N
Method: DFT, wB97M-V/def2-TZVPD

Computed properties:
charge: 0

```
17
Properties=species:S:1:pos:R:3:mulliken_charge:R:1
C 1.95489 -1.06067 0.07073 -1.21
C 1.01152 -0.06048 -0.42398 0.38
C 0.92999 1.41250 -0.04362 -0.78
C -0.11705 0.40564 0.48758 -0.01
C -1.56726 0.46668 -0.05272 -0.87
N -2.11817 -0.89498 -0.10389 -0.61
H 1.67024 -2.08086 -0.23776 0.29
H 3.02420 -0.85828 -0.30702 0.29
H 2.14110 -1.06885 1.18811 0.29
H 0.59904 -0.10930 -1.50286 0.26
H 0.37251 2.14319 -0.78233 0.20
H 1.58048 1.85949 0.71442 0.31
H -0.10951 0.07925 1.55674 0.26
H -1.67140 0.93045 -0.98215 0.37
H -2.20377 1.18774 0.52862 0.32
H -2.34750 -1.17734 0.80672 0.25
H -1.50072 -1.62264 -0.48321 0.25
```

---

[2]
Molecular formula: C5H11N
Method: DFT, wB97M-V/def2-TZVPD

Computed properties:
charge: 0

```
17
Properties=species:S:1:pos:R:3:mulliken_charge:R:1
C -1.60949 -1.07700 -0.04025 -0.89
N -0.52452 -0.11534 -0.15538 0.04
C -1.12132 1.27001 -0.04256 -0.96
C 0.69088 -0.27331 0.53641 -0.09
C 1.79814 0.65482 -0.02258 -0.76
C 1.77437 -0.86068 -0.29755 -0.58
H -1.33365 -2.16198 -0.34751 0.24
H -2.00101 -1.23267 1.01061 0.33
H -2.46412 -0.76706 -0.65438 0.29
H -1.90351 1.50130 -0.85786 0.30
H -0.34821 2.12172 -0.24341 0.30
H -1.63833 1.40011 0.98139 0.31
H 0.66740 -0.48918 1.60508 0.39
H 2.58487 1.08620 0.54784 0.27
H 1.46463 1.34516 -0.78811 0.27
H 1.44074 -0.93481 -1.41228 0.23
H 2.52315 -1.46729 0.18053 0.31
```

---

[3]
Molecular formula: C5H11N
Method: DFT, wB97M-V/def2-TZVPD

Computed properties:
charge: 0

```
17
Properties=species:S:1:pos:R:3:mulliken_charge:R:1
C 0.11464 -2.79218 1.33970 -0.69
C -0.51877 -1.91680 0.62416 -0.19
C 0.26061 -1.00481 -0.37014 -0.69
C -0.25344 0.38325 0.01865 -0.71
N 0.65529 1.50019 -0.48548 -0.31
C -0.00153 2.63744 -1.07556 -0.86
H 1.07574 -3.21419 1.12020 0.26
H -0.14957 -3.18431 2.40742 0.20
H -1.52425 -1.42825 0.85707 0.31
H 1.31498 -1.03181 -0.20940 0.38
H 0.35920 -1.34262 -1.33477 0.46
H -1.32969 0.44156 -0.26119 0.37
H -0.49418 0.37826 1.08059 0.36
H 1.29302 1.81465 0.17813 0.23
H -0.61911 3.30962 -0.29518 0.24
H -0.77577 2.28831 -1.74971 0.30
H 0.59284 3.16169 -1.84452 0.34
```

---

no.,highest occupied orbital energy (eV),electronic energy (eV)
1,-8.87,-6851.7984
2,-8.39,-6851.2423
3,-8.84,-6850.6265